Record 1
# C54H114N6O6

6 unconnected molecules or ions with the total composition C54H114N6O6 in a non-equilibrium geometry (wB97M-V/def2-TZVPD, the Open Molecules 2025 dataset).

Geometry (Å):
1 C 2.646411 -3.594037 3.369979
2 C 4.100990 -3.643358 3.814431
3 C 4.227117 -4.682997 4.929203
4 C 5.655508 -5.052693 5.207405
5 C 6.270767 -5.624332 3.915668
6 C 6.267280 -4.607546 2.810803
7 N 4.890114 -4.149013 2.699186
8 O 4.752480 -3.258816 1.625703
9 C 7.267917 -3.470124 3.041621
10 C 6.579371 -5.316314 1.529947
11 C 4.616328 -2.315228 4.336560
12 H 2.369348 -4.459759 2.774704
13 H 2.472499 -2.649460 2.858850
14 H 1.999483 -3.611636 4.254320
15 H 3.559006 -4.433631 5.757421
16 H 3.752992 -5.600998 4.525670
17 H 5.704507 -5.773765 6.035172
18 H 6.292594 -4.237963 5.579041
19 H 5.675082 -6.487401 3.614530
20 H 7.299825 -5.896142 4.170260
21 H 8.309299 -3.846901 3.018819
22 H 7.190436 -2.675087 2.311773
23 H 7.274494 -3.136448 4.088221
24 H 6.403207 -4.681527 0.662022
25 H 7.621051 -5.639249 1.528982
26 H 5.945299 -6.199885 1.411431
27 H 5.060397 -1.717299 3.539903
28 H 5.321932 -2.433470 5.151779
29 H 3.799254 -1.689165 4.726263
30 H 4.252857 -3.763086 0.969801
31 C -4.205376 7.431124 1.558782
32 C -3.652576 7.521305 0.126918
33 C -4.160950 8.889162 -0.365492
34 C -3.481801 9.314464 -1.688052
35 C -1.972318 9.432688 -1.407855
36 C -1.373830 8.114054 -0.926347
37 N -2.184565 7.638445 0.191528
38 O -1.634915 6.324827 0.636984
39 C -1.246966 7.157971 -2.132740
40 C 0.027897 8.454143 -0.398989
41 C -4.215055 6.410887 -0.736493
42 H -3.748181 8.224260 2.144906
43 H -3.965280 6.447012 1.971118
44 H -5.283092 7.580863 1.574349
45 H -5.241041 8.878399 -0.543338
46 H -3.895898 9.657218 0.368373
47 H -3.804645 10.327185 -1.967003
48 H -3.716694 8.667316 -2.541413
49 H -1.884968 10.244577 -0.679228
50 H -1.459917 9.772105 -2.314889
51 H -0.616265 7.613955 -2.902156
52 H -0.636331 6.293980 -1.823626
53 H -2.161942 6.781571 -2.567904
54 H 0.740082 8.640517 -1.201895
55 H -0.006055 9.339876 0.251413
56 H 0.484312 7.720593 0.284709
57 H -4.296441 5.555203 -0.048931
58 H -3.620418 6.119130 -1.586501
59 H -5.256676 6.579112 -1.017886
60 H -1.133387 6.504109 1.442136
61 C 0.848242 2.866419 -2.749640
62 C -0.101550 2.454518 -1.672982
63 C -1.338829 3.269988 -1.821660
64 C -2.519049 2.736775 -1.013232
65 C -2.851543 1.352912 -1.542136
66 C -1.660727 0.359958 -1.514930
67 N -0.474892 1.047157 -1.979012
68 O 0.627687 0.147483 -1.930577
69 C -1.502793 -0.128950 -0.080068
70 C -2.009250 -0.786763 -2.409665
71 C 0.542263 2.626262 -0.282654
72 H 0.617663 2.405706 -3.700149
73 H 1.876035 2.740105 -2.409859
74 H 0.740817 3.953776 -2.897232
75 H -1.137235 4.323008 -1.591942
76 H -1.624376 3.273416 -2.883642
77 H -3.333662 3.447759 -1.151402
78 H -2.280313 2.586473 0.047683
79 H -3.067453 1.453821 -2.625287
80 H -3.753925 0.926851 -1.101648
81 H -0.788495 -0.955346 -0.028806
82 H -1.124632 0.669873 0.560696
83 H -2.435198 -0.474904 0.374582
84 H -1.283398 -1.605779 -2.368189
85 H -2.954609 -1.224810 -2.068222
86 H -2.100561 -0.513678 -3.461747
87 H 1.218246 1.812166 -0.028669
88 H -0.171620 2.808085 0.516876
89 H 1.204599 3.501108 -0.306483
90 H 1.146226 0.376999 -1.135178
91 C 4.009837 8.709109 -2.035123
92 C 5.209633 7.736004 -2.346373
93 C 6.246045 7.873236 -1.244177
94 C 5.865191 7.074259 0.000412
95 C 5.608447 5.648794 -0.408114
96 C 4.496186 5.511666 -1.459791
97 N 4.794684 6.369786 -2.557795
98 O 3.979058 6.202583 -3.670095
99 C 4.510733 4.067950 -1.978871
100 C 3.067060 5.768106 -0.859023
101 C 5.853478 8.260441 -3.646680
102 H 3.312564 8.659696 -2.879791
103 H 4.360944 9.732226 -1.978424
104 H 3.481042 8.362456 -1.148057
105 H 7.260308 7.620900 -1.572951
106 H 6.309456 8.935430 -0.987519
107 H 5.015710 7.589924 0.462628
108 H 6.689305 7.205559 0.709125
109 H 5.398198 5.012173 0.457422
110 H 6.486268 5.216340 -0.902559
111 H 5.547913 3.705360 -2.056936
112 H 4.163001 3.242449 -1.331652
113 H 3.923981 3.945220 -2.886631
114 H 2.428410 6.403124 -1.492289
115 H 2.520292 4.844046 -0.702141
116 H 3.075929 6.323480 0.089479
117 H 6.600870 7.509950 -3.972657
118 H 6.500514 9.122067 -3.440131
119 H 5.252084 8.425666 -4.535551
120 H 3.086427 6.525976 -3.410269
121 C -2.022629 -7.552968 4.499587
122 C -1.071080 -6.430633 4.097502
123 C 0.314204 -7.008282 3.920601
124 C 0.623901 -7.737811 2.616974
125 C 0.241935 -6.862597 1.457714
126 C -1.198697 -6.446795 1.537335
127 N -1.454760 -5.822559 2.829639
128 O -2.715915 -5.132915 2.890378
129 C -1.462669 -5.386665 0.459732
130 C -2.132072 -7.642077 1.207071
131 C -0.978044 -5.355810 5.165813
132 H -3.065870 -7.207578 4.472541
133 H -1.798649 -8.045477 5.441592
134 H -2.022610 -8.339226 3.732080
135 H 1.069456 -6.238457 4.119485
136 H 0.463240 -7.756394 4.715248
137 H 0.020082 -8.651689 2.627932
138 H 1.671601 -8.028899 2.584262
139 H 0.400471 -7.438993 0.536214
140 H 0.924959 -6.013303 1.382876
141 H -1.117165 -5.631232 -0.544698
142 H -2.502448 -5.096209 0.524708
143 H -0.837087 -4.510678 0.691674
144 H -3.161435 -7.521243 1.569804
145 H -2.187518 -7.725574 0.116782
146 H -1.841708 -8.634285 1.571557
147 H -0.673385 -4.438957 4.657303
148 H -0.233155 -5.557427 5.936083
149 H -1.946049 -5.205934 5.644876
150 H -3.406047 -5.822478 2.991660
151 C -5.013530 -3.663858 -1.078863
152 C -6.028477 -4.328844 -1.989334
153 C -5.902349 -3.771238 -3.412436
154 C -4.823857 -4.507679 -4.213409
155 C -5.120810 -5.996426 -4.234574
156 C -5.043034 -6.587649 -2.818970
157 N -5.986441 -5.784901 -2.064925
158 O -6.200017 -6.355604 -0.759199
159 C -5.550375 -8.002290 -2.898116
160 C -3.608412 -6.607169 -2.260499
161 C -7.421729 -3.973623 -1.513140
162 H -5.278472 -2.629710 -0.847820
163 H -4.015763 -3.643405 -1.536968
164 H -4.835882 -4.180891 -0.131897
165 H -6.805770 -3.728039 -4.015690
166 H -5.478176 -2.757578 -3.438347
167 H -3.833015 -4.212671 -3.878947
168 H -4.929538 -4.024856 -5.195047
169 H -4.348792 -6.407872 -4.902533
170 H -6.098880 -6.155941 -4.686566
171 H -4.948533 -8.476616 -3.705446
172 H -5.321576 -8.643693 -2.048179
173 H -6.541793 -8.117009 -3.340422
174 H -3.666247 -6.939064 -1.223359
175 H -3.032849 -7.316869 -2.854071
176 H -3.190680 -5.616078 -2.302694
177 H -7.607300 -4.288384 -0.486226
178 H -8.177705 -4.309899 -2.212182
179 H -7.432546 -2.876769 -1.466241
180 H -6.994101 -6.895315 -0.858464

Atoms 1-6, force components in eV/Å:
-0.1 0.6 0.6
0.5 -0.6 0.7
-1.0 -0.9 -0.8
0.6 -0.3 0.7
0.2 0.2 1.7
-0.1 0.8 0.0

Frontier orbital gap   8.5 eV
E_LUMO   0.459 eV
Highest occupied orbital energy   -8.00 eV
Energy relative to the best compared isomer or geometry (same formula, charge and spin)   2.577 eV
E_tot   -2905.5723 hartree
M   943.5 g mol⁻¹

***

Record 2
# C54H120N4O10

14 unconnected molecules or ions with the total composition C54H120N4O10 in a non-equilibrium geometry (wB97M-V/def2-TZVPD, the Open Molecules 2025 dataset).

Geometry (Å):
1 C 29.859857 5.329635 -4.593025
2 C 30.268122 4.894378 -6.021970
3 N 31.640829 4.325515 -6.082875
4 C 32.638326 5.362450 -5.816180
5 C 34.066015 4.870465 -5.681137
6 C 31.818347 3.588831 -7.344773
7 C 30.846951 2.388290 -7.450179
8 H 30.316149 4.597531 -3.926751
9 H 28.773392 5.354042 -4.508681
10 H 30.233490 6.300889 -4.268726
11 H 29.551976 4.152506 -6.375331
12 H 30.136487 5.658315 -6.788234
13 H 32.599547 6.074296 -6.640716
14 H 32.380403 5.929693 -4.921854
15 H 34.454908 4.463190 -6.614398
16 H 34.728837 5.715601 -5.495340
17 H 34.036233 4.168172 -4.848065
18 H 32.830668 3.189233 -7.405037
19 H 31.701932 4.198513 -8.240783
20 H 30.667726 1.797922 -6.551598
21 H 31.279519 1.790259 -8.252267
22 H 29.849862 2.671173 -7.787651
23 C 40.336292 -1.223813 -7.122539
24 C 39.131298 -2.227566 -7.330579
25 N 38.012065 -1.986455 -6.369158
26 C 36.762239 -2.669712 -6.869994
27 C 36.873095 -4.202995 -6.793049
28 C 38.453864 -2.369927 -4.971424
29 C 37.356300 -2.142418 -3.927435
30 H 40.952241 -1.445004 -6.250891
31 H 39.908721 -0.224744 -7.038038
32 H 41.037805 -1.272871 -7.955362
33 H 38.722969 -2.073768 -8.329430
34 H 39.574771 -3.218299 -7.231219
35 H 35.902088 -2.401458 -6.256587
36 H 36.492452 -2.363807 -7.880804
37 H 37.242333 -4.681626 -5.886035
38 H 35.916713 -4.725818 -6.802823
39 H 37.420980 -4.566627 -7.662349
40 H 39.379817 -1.837327 -4.754530
41 H 38.660309 -3.438828 -4.917179
42 H 36.514775 -2.829620 -4.015133
43 H 36.922995 -1.142690 -3.957192
44 H 37.737578 -2.273071 -2.914684
45 C 34.096221 1.559800 -3.743361
46 C 33.223631 1.017914 -2.590901
47 N 31.948946 1.660971 -2.484000
48 C 32.033899 3.070081 -2.061815
49 C 32.735366 3.287309 -0.704191
50 C 31.052817 1.597541 -3.674224
51 C 30.826866 0.223318 -4.251978
52 H 34.457642 2.561617 -3.511326
53 H 33.437165 1.607861 -4.610217
54 H 34.886075 0.870729 -4.042371
55 H 33.013867 -0.029032 -2.810029
56 H 33.703975 1.035120 -1.612597
57 H 32.438082 3.690070 -2.862034
58 H 31.001554 3.378739 -1.897159
59 H 32.340140 2.634675 0.074258
60 H 33.781601 2.981562 -0.701141
61 H 32.704493 4.347320 -0.452176
62 H 31.462133 2.226363 -4.464896
63 H 30.103635 2.015133 -3.338405
64 H 30.110119 0.397159 -5.054573
65 H 30.296098 -0.463907 -3.593112
66 H 31.768254 -0.198727 -4.603778
67 C 29.028162 -3.501931 -6.218676
68 C 29.017419 -3.031470 -4.739969
69 N 28.152096 -3.689056 -3.781338
70 C 26.733771 -3.438266 -3.899139
71 C 26.389444 -1.952865 -3.567529
72 C 28.389587 -5.151291 -3.676774
73 C 29.860128 -5.529498 -3.438698
74 H 29.793511 -2.964839 -6.778904
75 H 28.033678 -3.380140 -6.647930
76 H 29.196056 -4.578914 -6.221005
77 H 30.043410 -3.246688 -4.441425
78 H 28.823574 -1.958900 -4.750676
79 H 26.262273 -4.021822 -3.108402
80 H 26.222891 -3.705907 -4.824052
81 H 27.094206 -1.572825 -2.827950
82 H 25.365787 -1.778224 -3.236243
83 H 26.607691 -1.342056 -4.443520
84 H 27.820298 -5.527752 -2.826890
85 H 27.946743 -5.612894 -4.559336
86 H 30.287678 -4.954184 -2.617525
87 H 29.914909 -6.600167 -3.241822
88 H 30.511449 -5.324482 -4.288325
89 C 28.026193 -0.412947 -7.982224
90 C 27.914056 0.502378 -9.156388
91 O 27.033526 1.340796 -9.191318
92 C 28.860929 0.317030 -10.314308
93 H 27.996185 -1.464798 -8.266505
94 H 27.133144 -0.185313 -7.400207
95 H 28.887122 -0.121599 -7.380530
96 H 28.953441 1.191954 -10.957770
97 H 28.657710 -0.563050 -10.924438
98 H 29.848100 0.070375 -9.923441
99 C 27.435800 1.057974 -1.063288
100 C 28.456521 1.985097 -0.455669
101 O 28.519282 3.183820 -0.711126
102 C 29.486091 1.324152 0.464313
103 H 26.706342 1.586949 -1.676610
104 H 26.902738 0.453917 -0.329078
105 H 27.952671 0.420548 -1.780679
106 H 29.108646 0.482014 1.044333
107 H 29.883351 2.073918 1.148507
108 H 30.277806 0.944680 -0.181676
109 C 37.352819 1.658341 -1.176510
110 C 37.537149 2.879418 -0.329205
111 O 36.727371 3.773317 -0.387956
112 C 38.645128 2.854155 0.682714
113 H 36.308009 1.555533 -1.469606
114 H 37.781799 0.778754 -0.696510
115 H 37.914527 1.806261 -2.098841
116 H 39.585095 2.877379 0.131329
117 H 38.579471 1.914686 1.231508
118 H 38.608306 3.596367 1.480129
119 C 25.384896 2.352784 -6.330107
120 C 26.083218 1.945327 -5.024802
121 O 25.487797 1.763935 -3.966610
122 C 27.569235 1.974345 -5.054949
123 H 25.174754 1.461631 -6.921545
124 H 26.055437 2.993868 -6.902374
125 H 24.452480 2.817859 -6.010099
126 H 27.902456 2.972065 -5.340643
127 H 28.023848 1.298292 -5.779083
128 H 27.885235 1.706400 -4.046766
129 C 32.354058 -0.678048 1.257433
130 C 33.692675 -0.504533 1.927084
131 O 34.056607 -1.151499 2.897177
132 C 34.616256 0.572192 1.407903
133 H 32.600597 -0.801320 0.202863
134 H 31.670958 0.161878 1.383991
135 H 31.801336 -1.562126 1.575225
136 H 34.754730 0.621398 0.327863
137 H 35.620385 0.418666 1.803194
138 H 34.224965 1.535063 1.736349
139 C 38.541228 1.523279 -5.175152
140 C 37.416442 2.530125 -5.297241
141 O 36.975804 3.127577 -4.340624
142 C 36.589857 2.525833 -6.610866
143 H 38.846608 1.429797 -4.132987
144 H 39.432112 1.878015 -5.693401
145 H 38.306133 0.554295 -5.615503
146 H 35.704714 1.899900 -6.497658
147 H 37.275324 2.241860 -7.409363
148 H 36.313373 3.554316 -6.843007
149 C 34.376250 6.621534 -1.733189
150 C 35.250118 7.058892 -2.925435
151 O 34.859652 7.866440 -3.780761
152 C 36.674713 6.566966 -2.941507
153 H 34.246402 7.402623 -0.984096
154 H 34.803210 5.793320 -1.167634
155 H 33.380254 6.360380 -2.090797
156 H 37.253433 7.349417 -3.432378
157 H 36.732600 5.588028 -3.417345
158 H 37.009630 6.448001 -1.911079
159 C 33.476236 -0.988642 -7.082527
160 C 32.314571 -1.640008 -7.832307
161 O 31.219762 -1.090307 -7.949422
162 C 32.577556 -2.942224 -8.473803
163 H 33.357068 0.050884 -6.777102
164 H 34.339547 -1.050584 -7.745069
165 H 33.730996 -1.535135 -6.174484
166 H 31.591691 -3.398484 -8.563163
167 H 33.330382 -3.508728 -7.925705
168 H 33.061061 -2.757888 -9.433148
169 C 33.634856 -2.531899 -3.484484
170 C 33.882738 -3.898899 -4.112636
171 O 33.623758 -4.074399 -5.281802
172 C 34.210592 -4.991788 -3.126310
173 H 32.592575 -2.433902 -3.180919
174 H 33.835146 -1.716658 -4.179738
175 H 34.272576 -2.310070 -2.628785
176 H 33.541219 -4.847378 -2.278267
177 H 35.286787 -5.016018 -2.955076
178 H 33.973768 -5.989716 -3.495298
179 C 29.771874 6.160108 -0.987266
180 C 30.423516 6.093246 0.395946
181 O 31.120923 7.002866 0.871203
182 C 30.023522 4.963285 1.280401
183 H 28.702948 6.339358 -0.871699
184 H 29.939800 5.193293 -1.461787
185 H 30.151133 7.004014 -1.563539
186 H 30.455395 5.066219 2.275884
187 H 30.356119 4.022298 0.842181
188 H 28.933971 4.969779 1.310718

Atoms 1-6, force components in eV/Å:
0.5 -0.1 -0.7
0.4 -0.3 0.3
-0.8 0.0 0.1
-0.1 0.3 -0.9
-0.5 0.2 0.0
-0.4 -0.6 1.2

Frontier orbital gap (spin up / spin down)   2.0 / 8.0 eV
Total charge   -1
E_LUMO (spin up / spin down)   2.096 / 2.034 eV
Highest occupied orbital energy (spin up / spin down)   0.07 / -5.96 eV
⟨S²⟩   0.752
Multiplicity   2
E_tot   -3100.7946 hartree
M   985.6 g mol⁻¹